1.
ORCA calculation (the ωB97M-V functional and the def2-TZVPD basis) on a molecular structure, C41H35BiClNP2 at a distorted geometry.

```
81
Properties=species:S:1:pos:R:3:forces:R:3
C -1.0475 -2.2177 1.3042 0.201 0.106 -0.095
C -0.9798 -2.6378 -0.0600 0.519 0.097 -0.068
C 0.3937 -2.7896 -0.4034 -0.429 0.114 0.164
H -1.8377 -2.8936 -0.6817 0.262 0.202 0.137
C 1.1731 -2.4752 0.7410 -0.473 -0.242 0.217
C 0.2895 -2.1630 1.8062 0.002 0.103 -0.508
H 0.5723 -2.0106 2.8477 -0.058 0.137 -0.439
H -1.9523 -2.1252 1.9026 0.197 0.029 -0.160
H 0.7729 -3.1505 -1.3591 -0.080 0.250 0.235
H 2.2537 -2.5534 0.8348 -0.257 0.121 -0.140
Bi -0.2022 0.2675 0.1194 0.063 -1.299 1.791
Cl 2.1512 0.5690 -0.6306 0.201 0.224 0.101
P 0.0979 -0.2528 -3.5915 -0.117 -0.065 -0.279
C 1.1869 -1.3328 -4.6041 0.408 -0.386 0.016
C 0.7647 -2.0517 -5.7356 0.352 0.129 0.145
H -0.2788 -2.0251 -6.0471 0.235 0.057 0.069
C 1.6843 -2.8035 -6.4744 0.085 0.046 0.199
H 1.3477 -3.3439 -7.3632 0.133 0.156 0.313
C 3.0237 -2.8607 -6.0787 -0.082 0.189 0.128
H 3.7412 -3.4432 -6.6596 -0.215 0.167 0.169
C 3.4482 -2.1703 -4.9343 -0.172 -0.057 -0.139
H 4.4956 -2.2115 -4.6259 -0.352 -0.034 -0.080
C 2.5336 -1.4269 -4.1886 -0.348 -0.064 -0.340
H 2.8473 -0.9077 -3.2807 -0.045 -0.098 -0.233
C -1.5434 -0.6843 -4.2932 -0.435 -0.073 -0.040
C -2.1705 -1.8305 -3.7584 -0.039 0.365 -0.334
H -1.6672 -2.3970 -2.9730 -0.122 0.139 -0.158
C -3.4147 -2.2397 -4.2359 0.062 0.189 -0.196
H -3.8906 -3.1298 -3.8180 0.125 0.290 -0.149
C -4.0447 -1.5108 -5.2560 0.161 -0.050 0.098
H -5.0145 -1.8383 -5.6352 0.282 0.111 0.106
C -3.4327 -0.3728 -5.7869 0.053 -0.048 0.174
H -3.9172 0.1950 -6.5866 0.126 -0.216 0.304
C -2.1924 0.0524 -5.2968 -0.122 -0.413 0.155
H -1.7309 0.9510 -5.7038 -0.063 -0.220 0.078
C 0.4041 1.3840 -4.3673 0.095 0.453 0.039
C 1.1222 1.5729 -5.5599 -0.308 0.328 0.267
H 1.5636 0.7230 -6.0764 -0.140 0.132 0.104
C 1.2673 2.8583 -6.0931 -0.027 0.010 0.174
H 1.8088 2.9915 -7.0338 -0.168 -0.010 0.341
C 0.7267 3.9622 -5.4288 -0.114 -0.201 0.124
H 0.8409 4.9637 -5.8462 -0.020 -0.286 0.115
C 0.0351 3.7852 -4.2218 0.044 -0.048 -0.145
H -0.3891 4.6463 -3.6995 0.182 -0.258 -0.174
C -0.1184 2.5076 -3.6876 0.349 -0.250 -0.561
H -0.6425 2.3651 -2.7411 0.073 0.055 -0.220
N -0.0579 1.1424 1.9984 -0.218 0.083 0.483
P -0.0793 0.9044 3.5779 0.362 0.229 -2.001
C -1.3656 -0.1879 4.1744 -0.310 -0.292 0.251
C -2.6820 0.1400 3.8124 0.095 -0.327 0.220
C -3.7284 -0.6926 4.1971 0.120 0.035 0.097
C -3.4651 -1.8480 4.9411 0.115 0.001 -0.082
C -2.1565 -2.1654 5.3081 -0.035 0.068 -0.058
C -1.0999 -1.3345 4.9322 -0.437 0.129 0.051
C 1.5014 0.2682 4.1687 0.304 0.079 0.347
C 1.7379 0.0783 5.5390 0.468 -0.138 -0.142
C 2.9985 -0.3548 5.9615 -0.182 0.046 -0.142
C 4.0136 -0.5799 5.0258 -0.149 0.074 -0.103
C 3.7781 -0.3617 3.6657 -0.049 -0.014 0.240
C 2.5251 0.0662 3.2372 -0.161 -0.014 0.126
C -0.2987 2.4664 4.4635 -0.071 0.292 0.260
C -1.2631 2.6847 5.4608 0.290 0.278 -0.149
C -1.3332 3.9345 6.0893 0.177 -0.007 -0.130
C -0.4212 4.9418 5.7605 -0.025 -0.324 -0.202
C 0.5523 4.7127 4.7807 -0.160 -0.229 0.016
C 0.6057 3.4830 4.1248 -0.195 0.209 0.237
H -2.8747 1.0533 3.2467 0.042 -0.279 0.065
H -4.7485 -0.4254 3.9275 0.179 -0.140 0.056
H -4.2837 -2.5078 5.2319 0.214 0.203 -0.072
H -1.9427 -3.0630 5.8900 -0.142 0.235 -0.159
H -0.0887 -1.5680 5.2669 -0.305 -0.001 -0.297
H 0.9489 0.2536 6.2762 0.261 0.029 -0.250
H 3.1834 -0.5137 7.0236 -0.006 0.030 -0.261
H 4.9944 -0.9205 5.3594 -0.257 0.097 -0.071
H 4.5649 -0.5185 2.9308 -0.113 0.003 0.186
H 2.3247 0.2483 2.1797 0.091 -0.066 0.299
H -1.9554 1.8942 5.7509 0.167 0.195 -0.131
H -2.1058 4.1244 6.8357 0.247 -0.091 -0.163
H -0.4696 5.9073 6.2600 -0.009 -0.196 -0.086
H 1.2679 5.4905 4.5207 -0.171 -0.130 0.074
H 1.3444 3.3027 3.3431 -0.162 0.053 0.182
```
Forces are in eV/Å.

Values from the calculation:
- Kohn-Sham gap (eV) = 6.47
- HOMO (eV) = -7.17
- total charge = 0

=====

2.
ORCA calculation (the ωB97M-V functional and the def2-TZVPD basis) on a molecular structure, C41H35ClN2RuSi2 at a distorted geometry.

```
82
Properties=species:S:1:pos:R:3:forces:R:3
C -2.5211 -0.9365 -0.3334 -0.829 0.527 -0.368
C -3.1568 -0.3296 -1.4644 -0.836 -1.004 0.629
C -3.2333 -1.3300 -2.5120 -0.915 -0.691 1.095
H -3.6525 0.6371 -1.4764 0.066 -0.345 -0.001
C -2.4249 -2.4689 -2.0753 -1.499 -0.800 1.341
C -2.0388 -2.2094 -0.7087 -0.834 -0.834 -0.733
H -1.5230 -2.9064 -0.0595 -0.019 0.179 -0.166
H -2.4746 -0.5225 0.6701 0.250 0.057 -0.342
H -3.9047 -1.3093 -3.3591 0.127 0.032 0.061
H -2.2904 -3.4092 -2.6027 -0.158 0.168 0.209
Ru -1.2532 -0.8323 -2.6753 2.100 2.814 3.253
Si -0.3358 -0.8984 -4.7019 3.006 0.185 -4.447
C -0.1323 0.7516 -5.6054 -0.462 -0.122 0.614
C 1.0319 1.0452 -6.3200 0.037 0.285 -0.294
H 1.9429 0.4621 -6.1401 -0.319 0.255 -0.151
C 1.0239 2.0639 -7.2770 0.028 -0.052 0.195
H 1.9457 2.3026 -7.8194 -0.407 -0.124 0.153
C -0.1435 2.8009 -7.5144 -0.121 -0.294 0.304
H -0.1377 3.6037 -8.2549 -0.055 -0.292 0.206
C -1.3022 2.5226 -6.7784 0.216 -0.023 0.018
H -2.2145 3.0946 -6.9554 0.265 -0.135 0.044
C -1.2903 1.5073 -5.8108 0.189 0.298 -0.534
H -2.1971 1.2703 -5.2494 0.161 0.157 -0.192
C -0.0564 -2.0092 -6.2072 -0.603 -0.635 0.331
C -1.1769 -2.4501 -6.9281 0.598 0.059 -0.539
H -2.1632 -2.3789 -6.4673 0.102 0.057 -0.338
C -1.0170 -2.9525 -8.2297 -0.093 -0.234 0.143
H -1.9021 -3.2463 -8.7985 0.289 0.046 0.160
C 0.2575 -3.1137 -8.7918 -0.183 0.272 0.423
H 0.3733 -3.5275 -9.8000 -0.069 0.219 0.459
C 1.3779 -2.7512 -8.0339 -0.252 -0.138 0.220
H 2.3810 -2.9065 -8.4324 -0.256 0.063 0.092
C 1.2221 -2.2202 -6.7463 0.015 -0.045 -0.448
H 2.1212 -1.9876 -6.1717 -0.345 0.113 -0.264
H -1.8983 -0.9728 -4.3186 0.130 -0.129 -0.876
Si 3.6624 1.9583 -3.4155 -1.415 -0.271 0.941
C 3.0759 0.1865 -3.3743 -0.647 0.316 0.401
C 1.7560 -0.0894 -3.0933 0.521 0.784 0.391
H 1.0891 0.6811 -2.6914 0.318 -0.167 -0.458
C 1.1857 -1.3827 -3.3844 -2.201 0.138 -0.818
H 0.3711 -1.8073 -2.6822 1.805 -0.256 -0.043
C 2.0968 -2.4217 -3.8144 0.594 -0.824 0.265
H 1.6738 -3.4069 -4.0201 0.341 0.209 0.022
C 3.4501 -2.1658 -3.8742 -0.296 -0.527 0.123
H 4.1540 -2.9807 -4.0638 -0.325 0.217 -0.119
C 3.9496 -0.8699 -3.6796 0.385 -0.085 -0.366
H 5.0121 -0.6639 -3.7768 -0.117 -0.156 -0.075
C 2.2385 3.1046 -3.7591 0.034 0.443 0.194
C 1.1480 3.1826 -2.8779 -0.217 0.306 -0.287
H 1.1493 2.5950 -1.9565 -0.007 0.260 -0.290
C 0.0597 4.0085 -3.1732 0.030 0.015 0.085
H -0.8085 4.0323 -2.5081 0.380 0.054 -0.251
C 0.0651 4.8091 -4.3186 0.191 -0.328 0.014
H -0.7996 5.4346 -4.5529 0.335 -0.162 0.070
C 1.1673 4.7648 -5.1716 -0.104 0.269 -0.288
H 1.1738 5.3637 -6.0916 0.010 -0.201 0.483
C 2.2457 3.9301 -4.8930 0.070 -0.253 0.093
H 3.1027 3.8890 -5.5796 -0.424 0.080 0.261
H 4.6440 2.0923 -4.4221 1.062 0.189 -0.780
Cl 4.3830 2.3489 -1.5251 0.236 0.147 0.138
C 2.3612 -2.8132 0.2018 -0.255 -0.039 -0.136
C 1.2088 -2.5593 -0.5486 0.049 0.776 0.091
N 0.6498 -1.3518 -0.6344 -0.535 -0.583 -0.004
C 1.1558 -0.3153 0.0395 0.781 0.129 0.159
C 2.3625 -0.4801 0.7927 -0.807 0.046 -0.459
C 2.9521 -1.7563 0.8552 -0.024 0.037 0.193
C 2.9198 0.6441 1.4601 -0.307 1.300 0.322
C 2.2876 1.8639 1.4348 0.713 -0.727 0.457
C 1.0400 2.0610 0.7601 -0.404 -0.748 -0.668
C 0.3227 3.2746 0.8087 -0.248 -0.113 -0.105
C -0.8909 3.3714 0.1503 0.181 -0.261 0.150
C -1.3139 2.2945 -0.6504 0.509 -0.389 -0.008
N -0.6103 1.1667 -0.7978 -0.133 0.078 0.486
C 0.4866 0.9911 -0.0143 0.500 0.447 0.154
H 2.7330 -3.8333 0.2366 0.129 0.267 0.067
H 0.7518 -3.3561 -1.1334 -0.012 0.116 0.102
H 3.8536 -1.8870 1.4578 -0.229 0.006 -0.244
H 3.8462 0.5028 2.0194 -0.221 0.165 -0.200
H 2.7253 2.7160 1.9584 -0.124 -0.262 -0.119
H 0.7238 4.0996 1.3978 -0.152 -0.149 -0.169
H -1.5254 4.2523 0.2281 0.253 -0.148 -0.033
H -2.2639 2.3643 -1.1901 0.455 -0.033 0.002
```
Forces are in eV/Å.

Values from the calculation:
- Kohn-Sham gap (alpha / beta) (eV) = 5.51 / 5.69
- expectation value of S² = 8.8106
- HOMO (alpha / beta) (eV) = -8.55 / -10.97
- relative energy (zero: lowest compared OMol25 entry of this formula, charge and spin) (kJ/mol) = 253.7
- 2S+1 = 6
- total charge = +1

=====

3.
ORCA calculation (the ωB97M-V functional and the def2-TZVPD basis) on a molecular structure, C41H35ClNP2Rh at a distorted geometry.

```
81
Properties=species:S:1:pos:R:3:forces:R:3
C -0.7948 -1.4951 1.9533 -1.113 -1.369 0.227
C -0.5757 -1.6128 0.5452 -1.485 -1.894 -1.579
C 0.8106 -1.9118 0.3241 -0.744 -1.676 -0.693
H -1.3182 -1.4648 -0.2399 0.247 -0.066 0.311
C 1.4349 -2.0216 1.6080 0.522 -2.138 0.767
C 0.4387 -1.7931 2.6052 0.371 -2.089 1.796
H 0.6137 -1.8412 3.6792 -0.088 0.068 -0.330
H -1.7211 -1.2507 2.4566 0.082 -0.014 -0.191
H 1.2891 -2.0434 -0.6420 -0.039 0.277 0.231
H 2.4780 -2.2531 1.8076 -0.269 0.207 -0.145
Rh 0.6174 -0.2393 1.3718 2.476 9.756 -0.997
Cl 2.3623 0.8841 0.1131 -0.205 -0.076 0.207
P 0.0195 0.3920 -3.5521 1.654 -2.017 0.049
C 1.2145 -0.7657 -4.1005 -1.754 1.702 1.026
C 0.9718 -1.6047 -5.2107 0.124 -1.391 -1.329
H 0.0348 -1.5088 -5.7639 0.275 -0.183 0.102
C 1.9463 -2.5250 -5.5854 -0.812 0.587 -0.074
H 1.7690 -3.1872 -6.4353 0.032 0.240 0.187
C 3.1554 -2.6013 -4.8851 0.512 -0.744 -0.466
H 3.9312 -3.2964 -5.2084 -0.256 0.142 0.077
C 3.3850 -1.7848 -3.7663 -0.600 1.069 0.849
H 4.3270 -1.8687 -3.2228 -0.278 0.080 -0.063
C 2.4211 -0.8708 -3.3605 1.541 -0.569 0.310
H 2.5494 -0.2260 -2.4863 0.201 -0.268 -0.237
C -1.6677 -0.1017 -3.6581 -0.591 0.378 0.160
C -2.0132 -1.4649 -3.4656 0.135 0.305 -0.302
H -1.2333 -2.1918 -3.2247 -0.202 0.260 -0.124
C -3.3325 -1.8635 -3.6440 -0.144 0.272 -0.068
H -3.5996 -2.9165 -3.5505 0.081 0.283 0.019
C -4.3184 -0.9201 -3.9697 0.153 0.002 0.072
H -5.3475 -1.2489 -4.1390 0.366 0.140 0.093
C -3.9897 0.4401 -4.0819 0.008 -0.165 0.031
H -4.7682 1.1675 -4.3159 0.212 -0.191 0.076
C -2.6750 0.8596 -3.9189 0.010 -0.414 -0.184
H -2.4018 1.9121 -4.0342 -0.101 -0.357 0.036
C 0.3821 2.0940 -3.7529 -0.308 1.275 0.016
C 0.8587 2.5966 -4.9886 -0.166 0.075 0.450
H 1.0423 1.9004 -5.8140 -0.050 0.332 0.295
C 1.0662 3.9681 -5.1187 0.055 -0.018 0.048
H 1.4341 4.3785 -6.0643 -0.169 -0.178 0.342
C 0.8059 4.8317 -4.0443 -0.133 -0.193 0.291
H 0.9464 5.9098 -4.1604 -0.018 -0.395 -0.003
C 0.3789 4.3262 -2.8033 0.189 0.016 -0.336
H 0.1871 5.0088 -1.9731 0.152 -0.225 -0.222
C 0.2037 2.9557 -2.6364 -0.038 -0.225 -0.671
H -0.0572 2.5068 -1.6752 -0.013 0.299 -0.210
N -0.1969 1.7760 1.8664 -0.387 -1.503 -1.441
P -0.3262 1.9321 3.4348 0.462 0.794 2.028
C -1.7406 0.9984 4.1227 -0.202 -0.401 -0.152
C -3.0318 1.3672 3.7055 0.154 -0.276 0.084
C -4.1376 0.5850 4.0466 0.198 0.041 0.105
C -3.9670 -0.5663 4.8237 0.014 0.135 -0.108
C -2.6912 -0.9347 5.2524 0.004 0.207 -0.014
C -1.5825 -0.1570 4.9091 -0.288 0.070 -0.096
C 1.1902 1.4355 4.2920 0.248 0.020 0.456
C 1.2287 1.0012 5.6248 0.376 -0.088 -0.170
C 2.4159 0.4727 6.1414 -0.115 0.046 -0.038
C 3.5431 0.3432 5.3241 -0.110 0.084 -0.165
C 3.5249 0.8442 4.0194 -0.091 0.203 0.144
C 2.3717 1.4601 3.5356 -0.270 -0.329 -0.045
C -0.5894 3.6688 3.9052 0.242 0.398 0.058
C 0.1681 4.2825 4.9203 -0.476 0.192 -0.160
C -0.0909 5.6126 5.2740 -0.145 -0.182 -0.214
C -1.0958 6.3289 4.6158 -0.029 -0.239 -0.102
C -1.8062 5.7412 3.5609 0.178 -0.252 0.063
C -1.5305 4.4218 3.1869 0.074 0.217 0.351
H -3.1591 2.2612 3.1002 -0.078 -0.214 0.095
H -5.1317 0.8816 3.7044 0.328 -0.119 0.138
H -4.8346 -1.1709 5.0999 0.308 0.187 -0.127
H -2.5501 -1.8338 5.8577 -0.059 0.327 -0.193
H -0.6060 -0.4555 5.2760 -0.208 -0.040 -0.299
H 0.3354 1.0507 6.2465 0.302 0.055 -0.071
H 2.4449 0.1412 7.1811 0.024 0.046 -0.326
H 4.4422 -0.1433 5.7016 -0.227 0.141 -0.032
H 4.3898 0.7560 3.3568 -0.238 0.092 0.332
H 2.3555 1.8962 2.5367 0.090 -0.291 0.121
H 0.9555 3.7255 5.4246 -0.208 0.137 -0.063
H 0.4905 6.0863 6.0663 -0.170 -0.136 -0.230
H -1.3274 7.3513 4.9184 0.123 -0.275 -0.109
H -2.5766 6.3010 3.0260 0.303 -0.120 0.177
H -2.0292 3.9682 2.3313 0.052 0.163 0.163
```
Forces are in eV/Å.

Values from the calculation:
- Kohn-Sham gap (alpha / beta) (eV) = 3.27 / 6.37
- expectation value of S² = 6.0465
- HOMO (alpha / beta) (eV) = -3.28 / -8.06
- 2S+1 = 5
- total charge = 0

=====

One value per record, in order, for energy: -81514.5473; -76914.8043; -78676.8870 eV.